# 1
Computed, not measured: a cluster of 5 separate species, C23H49B3O18 in total, with ωB97M-V/def2-TZVPD.

Values from the calculation:
Gap between HOMO and LUMO = 10.2 eV
Energy = -2335.00029 a.u.
SMILES = CCCOCB1OBOB(OC[C@H](C)O)O1.CCOC(=O)OC.CCOC(=O)OC.CCOC(=O)OC.CCOC(=O)OC

ORCA input file:
```
! wB97M-V def2-TZVPD RIJCOSX def2/J DEFGRID3
* xyz 0 1
C 3.4833 2.5269 -0.8020
C 4.5446 1.6017 -1.3976
C 3.9501 0.2656 -1.8001
O 4.9637 -0.7227 -1.8176
C 4.4845 -1.9739 -2.3259
B 3.5344 -2.5967 -1.2271
O 4.0204 -2.9523 0.0206
B 3.2284 -2.6626 1.1143
O 1.8588 -2.7306 0.9578
B 1.4021 -2.3326 -0.2916
O 0.2895 -1.5820 -0.3871
C -0.2170 -1.1362 -1.6515
C -1.6834 -0.7965 -1.4981
C -1.9257 0.2038 -0.3670
O -2.4751 -1.9671 -1.3075
O 2.1612 -2.6744 -1.4094
H 2.5225 2.4079 -1.3102
H 3.3311 2.3094 0.2567
H 3.7639 3.5767 -0.8849
H 5.3308 1.3976 -0.6674
H 5.0291 2.0691 -2.2573
H 3.1543 -0.0085 -1.0835
H 3.4814 0.3305 -2.7931
H 3.9523 -1.8164 -3.2735
H 5.3614 -2.5892 -2.5324
H 3.7239 -2.2813 2.1233
H 0.3393 -0.2513 -1.9715
H -0.0694 -1.9191 -2.3996
H -2.0002 -0.3580 -2.4500
H -2.7866 0.8396 -0.5759
H -2.1171 -0.3319 0.5617
H -1.0592 0.8507 -0.2161
H -1.9115 -2.6805 -0.9947
C 5.5973 -1.7764 8.3891
C 4.1752 -1.2678 8.4568
O 3.6111 -1.0752 7.1438
C 3.2102 -2.1873 6.5282
O 3.2280 -3.3003 6.9905
O 2.7308 -1.8528 5.3314
C 2.2509 -2.9564 4.5528
H 6.2148 -1.1040 7.7930
H 6.0139 -1.8255 9.3960
H 5.6308 -2.7727 7.9524
H 4.1290 -0.2783 8.9071
H 3.5344 -1.9442 9.0213
H 1.5096 -3.5246 5.1114
H 3.0775 -3.6103 4.2801
H 1.8012 -2.5149 3.6699
C -7.3723 4.3631 0.8909
C -5.8624 4.3795 0.8234
O -5.3606 3.4619 -0.1717
C -5.4463 3.8841 -1.4309
O -5.8550 4.9558 -1.7996
O -4.9775 2.9202 -2.2256
C -5.0401 3.2184 -3.6247
H -7.7349 3.3514 1.0737
H -7.7054 5.0019 1.7097
H -7.8052 4.7357 -0.0357
H -5.4192 4.0234 1.7510
H -5.4805 5.3768 0.6077
H -4.5516 4.1674 -3.8362
H -6.0763 3.2661 -3.9557
H -4.5231 2.3999 -4.1156
C 0.8392 4.6174 -6.9944
C 1.5553 4.8334 -5.6810
O 2.0992 3.6028 -5.1576
C 3.2275 3.1901 -5.7330
O 3.8361 3.7607 -6.6014
O 3.5866 2.0380 -5.1645
C 4.7819 1.4534 -5.6978
H 0.0607 3.8618 -6.8854
H 0.3717 5.5508 -7.3104
H 1.5366 4.3017 -7.7681
H 0.8698 5.1652 -4.9039
H 2.3599 5.5614 -5.7776
H 5.5994 2.1709 -5.6780
H 4.6164 1.1228 -6.7218
H 4.9998 0.6066 -5.0533
C -4.9575 -2.3407 0.8545
C -3.9159 -2.4987 1.9355
O -4.4197 -3.2283 3.0763
C -4.4720 -4.5482 2.9262
O -4.0782 -5.1763 1.9753
O -4.9760 -5.0777 4.0431
C -5.0788 -6.5054 4.0269
H -5.8534 -1.8639 1.2545
H -4.5478 -1.7239 0.0567
H -5.2321 -3.3062 0.4319
H -3.6257 -1.5350 2.3503
H -3.0233 -3.0013 1.5643
H -4.1161 -6.9564 3.7953
H -5.8102 -6.8246 3.2858
H -5.4034 -6.7809 5.0253
*
```

---

# 2
Computed, not measured: a structure of composition C30H36IrN2O4Te in a non-equilibrium geometry, with ωB97M-V/def2-TZVPD.

Values from the calculation:
⟨S²⟩ = 8.8152
Gap between HOMO and LUMO (spin up / spin down) = 6.4 / 5.0 eV
Relative energy (zero: lowest compared OMol25 entry of this formula, charge and spin) = 99.7 kJ/mol
Energy = -1947.43191 a.u.

ORCA input file:
```
! wB97M-V def2-TZVPD RIJCOSX def2/J DEFGRID3
* xyz 0 6
Ir 0.2605 -0.0376 -0.6003
O 2.4280 0.2165 -1.2228
C 2.9267 0.9005 -2.1620
C 4.1987 0.5066 -2.6862
C 4.8246 1.2185 -3.6632
C 4.2330 2.3844 -4.2059
C 3.0095 2.7851 -3.7565
C 2.3089 2.0753 -2.7493
C 1.0123 2.5432 -2.4447
N 0.1894 2.0497 -1.5574
N -0.9858 2.6367 -1.4618
C -1.8490 2.0403 -0.6143
O -1.5921 1.0549 0.1179
C -3.1957 2.6565 -0.5312
C -4.0522 2.2628 0.4944
C -5.3238 2.8028 0.5791
C -5.7508 3.7258 -0.3658
C -4.9041 4.1086 -1.3968
C -3.6272 3.5791 -1.4819
H 4.6457 -0.3846 -2.2664
H 5.7838 0.8819 -4.0358
H 4.7356 2.9369 -4.9876
H 2.5345 3.6629 -4.1781
H 0.6523 3.3870 -3.0382
H -3.7018 1.5290 1.2076
H -5.9839 2.4934 1.3792
H -6.7478 4.1428 -0.3017
H -5.2423 4.8185 -2.1407
H -2.9553 3.8580 -2.2806
C 0.2684 -4.4880 6.5032
C 0.3851 -3.7701 5.1859
C 1.4586 -2.9297 4.9145
C 1.6270 -2.3438 3.6674
C 2.7763 -1.4063 3.4143
C 0.6927 -2.6186 2.6604
Te 1.1967 -2.1497 0.6498
C -0.4518 -3.3700 2.9407
C -1.5422 -3.5798 1.9220
C -0.5795 -3.9415 4.2019
H 1.0925 -4.2263 7.1652
H 0.2897 -5.5670 6.3414
H -0.6727 -4.2468 7.0000
H 2.1917 -2.7355 5.6904
H 3.3739 -1.2630 4.3137
H 2.3978 -0.4370 3.0824
H 3.4251 -1.7874 2.6208
H -1.4978 -2.8204 1.1415
H -2.5202 -3.5201 2.3999
H -1.4580 -4.5604 1.4476
H -1.4535 -4.5491 4.4160
C -2.3143 -1.6796 -3.7089
C -0.9724 -1.9288 -3.0016
C -1.1072 -3.1625 -2.0975
C 0.1142 -2.1966 -4.0545
O -0.6461 -0.7805 -2.2906
H -2.6463 -2.5757 -4.2374
H -2.2107 -0.8581 -4.4194
H -3.0663 -1.3984 -2.9697
H -1.4963 -4.0132 -2.6604
H -1.7911 -2.9391 -1.2758
H -0.1365 -3.4401 -1.6825
H -0.0932 -3.1233 -4.5936
H 1.0879 -2.2769 -3.5659
H 0.1545 -1.3692 -4.7650
C 2.8928 2.9488 1.2039
C 1.4674 2.5143 1.4178
C 0.4540 3.6066 1.6278
O 1.1620 1.3386 1.3959
H 3.1619 3.7888 1.8420
H 2.9948 3.2649 0.1607
H 3.5700 2.1129 1.3705
H 0.8531 4.4063 2.2496
H -0.4555 3.2021 2.0694
H 0.1918 4.0338 0.6570
*
```